Record 1
ORCA calculation (the ωB97M-V functional and the def2-TZVPD basis) on a molecular structure, C82H56N7O3S2W.

Structure (XYZ):
```
151
Properties=species:S:1:pos:R:3
W 0.7742 1.0262 0.5081
C -2.6241 4.8833 -5.1355
C -3.0346 3.6211 -4.7364
C -2.3773 2.9671 -3.7030
C -1.2996 3.5721 -3.0675
C -0.9039 4.8512 -3.4592
C -1.5627 5.5025 -4.4890
C -0.5690 2.8942 -1.9578
C 0.7524 2.4889 -2.1771
C 1.5283 2.8340 -3.3188
C 2.8116 2.4691 -3.0591
C 2.8251 1.8386 -1.7850
N 1.5524 1.8468 -1.2380
C 3.9146 1.1579 -1.2509
C 3.8114 0.3715 -0.1024
C 4.8081 -0.4788 0.4462
C 4.3118 -1.0016 1.6005
C 3.0371 -0.4085 1.8161
C 2.4470 -0.2232 3.0755
C 2.5226 -1.2333 4.1203
C 2.9066 -2.5473 3.8031
C 2.9368 -3.5324 4.7710
C 2.5625 -3.2481 6.0763
C 2.1347 -1.9676 6.4008
C 2.1017 -0.9801 5.4371
C 1.9561 1.1026 3.3156
N 1.2132 1.8201 2.4032
C 0.9613 3.0518 3.0057
C -0.0505 3.9106 2.5616
C -0.3203 5.2046 3.2306
C -0.3860 6.3589 2.4415
C -0.6669 7.5900 3.0076
C -0.8886 7.6926 4.3739
C -0.7940 6.5613 5.1698
C -0.5109 5.3273 4.6064
C -0.8029 3.5976 1.4278
C -1.9926 4.2359 0.9759
C -2.1993 3.8557 -0.3175
C -1.1082 3.0149 -0.6800
N -0.3672 2.7091 0.4561
C 1.6761 3.1335 4.2195
C 2.2668 1.9133 4.4252
N 2.7101 0.3903 0.7351
C 5.2475 1.3262 -1.8835
C 5.8302 2.5938 -1.8742
C 7.1213 2.7771 -2.3426
C 7.8414 1.7031 -2.8442
C 7.2576 0.4454 -2.8846
C 5.9737 0.2548 -2.3972
H -3.1304 5.3915 -5.9454
H -3.8688 3.1443 -5.2343
H -2.6980 1.9808 -3.3864
H -0.0813 5.3294 -2.9408
H -1.2482 6.4946 -4.7856
H 1.1510 3.3239 -4.2002
H 3.6768 2.5955 -3.6892
H 5.7851 -0.6398 0.0250
H 4.8308 -1.6325 2.3011
H 3.1194 -2.8132 2.7783
H 3.2345 -4.5351 4.4952
H 2.5722 -4.0270 6.8266
H 1.8104 -1.7404 7.4073
H 1.7204 -0.0057 5.7042
H -0.1993 6.2807 1.3787
H -0.7095 8.4701 2.3797
H -1.1292 8.6500 4.8161
H -0.9463 6.6394 6.2382
H -0.4730 4.4470 5.2350
H -2.6005 4.9002 1.5678
H -2.9827 4.1771 -0.9847
H 1.7435 3.9961 4.8602
H 2.9230 1.6425 5.2355
H 5.2721 3.4295 -1.4694
H 7.5709 3.7607 -2.3022
H 8.8560 1.8425 -3.1923
H 7.8091 -0.3932 -3.2896
H 5.5272 -0.7304 -2.4129
C -7.5851 1.0125 -2.6152
C -6.2465 0.8915 -1.9454
C -5.9560 1.6134 -0.7909
C -4.7290 1.4717 -0.1618
C -3.7875 0.6005 -0.6900
C -4.0458 -0.1134 -1.8507
C -5.2737 0.0365 -2.4678
S -2.3263 0.3403 0.3026
O -1.1405 0.2991 -0.6671
C -2.7503 -1.3299 0.8173
C -3.5588 -1.2740 1.9778
C -3.9713 -2.4106 2.5933
C -3.5234 -3.6676 2.1290
C -3.8953 -4.8582 2.7924
C -3.4585 -6.0696 2.3408
C -2.5978 -6.1323 1.2301
C -2.2264 -4.9985 0.5660
C -2.6991 -3.7288 0.9774
C -2.3560 -2.5211 0.2638
C -1.8286 -2.7929 -1.1135
C -2.8042 -3.4504 -1.9481
C -4.1863 -3.4414 -1.6336
C -5.0867 -4.1221 -2.4038
C -4.6569 -4.8626 -3.5210
C -3.3371 -4.8663 -3.8687
C -2.3862 -4.1476 -3.1074
C -1.0130 -4.1614 -3.4375
C -0.1187 -3.4446 -2.7084
C -0.5209 -2.7356 -1.5538
S 0.7484 -1.6634 -0.7628
O 1.7824 -2.4712 -0.0936
C 1.4569 -1.2461 -2.3708
C 0.7251 -0.5458 -3.3191
C 1.2661 -0.3407 -4.5759
C 2.5234 -0.8436 -4.9054
C 3.0998 -0.6660 -6.2824
C 3.2337 -1.5492 -3.9382
C 2.7110 -1.7462 -2.6692
H -8.1041 1.9168 -2.3031
H -8.2132 0.1590 -2.3516
H -7.4781 1.0200 -3.6992
H -6.6976 2.2843 -0.3757
H -4.4941 2.0303 0.7368
H -3.2931 -0.7751 -2.2609
H -5.4933 -0.5333 -3.3629
H -3.8600 -0.3019 2.3500
H -4.6178 -2.3740 3.4608
H -4.5207 -4.7844 3.6735
H -3.7545 -6.9819 2.8413
H -2.2082 -7.0893 0.9092
H -1.5299 -5.0741 -0.2565
H -4.5366 -2.8863 -0.7735
H -6.1382 -4.0986 -2.1489
H -5.3776 -5.4262 -4.0985
H -2.9927 -5.4243 -4.7308
H -0.6845 -4.7490 -4.2858
H 0.9263 -3.4470 -2.9838
H -0.2666 -0.1829 -3.0740
H 0.6968 0.2037 -5.3207
H 2.7220 -1.4380 -6.9563
H 4.1854 -0.7512 -6.2616
H 2.8294 0.3031 -6.7019
H 4.1984 -1.9657 -4.2026
H 3.2456 -2.2990 -1.9048
N -1.1718 0.3549 3.5409
C -0.4749 -0.6290 2.9001
O -0.0558 -0.3324 1.7058
C -0.3304 -1.8700 3.4861
C -0.8887 -2.1051 4.7658
N -1.3801 -2.2739 5.7960
C 0.3609 -2.9505 2.8867
N 0.8896 -3.8742 2.4457
H -1.3407 0.2274 4.5282
H -0.9766 1.2990 3.2462
```

The calculation puts the HOMO-LUMO gap (alpha / beta) at 0.1900 / 0.1891 hartree. Its net charge is +1.

Record 2
ORCA calculation (the ωB97M-V functional and the def2-TZVPD basis) on 12 unconnected molecules or ions with the total composition C83H188N12O12.

Structure (XYZ):
```
295
Properties=species:S:1:pos:R:3
C 6.9658 -2.6049 -0.2013
C 8.1992 -2.1610 0.5204
C 7.7557 -1.4855 1.8617
C 9.0992 -3.4452 0.8453
C 9.7816 -4.0342 -0.3051
C 10.6411 -2.9794 -1.0992
C 9.7647 -1.7759 -1.5479
C 10.6477 -0.6397 -2.1175
C 8.9650 -2.2538 -2.7791
N 9.0182 -1.2900 -0.3544
O 8.5476 0.0893 -0.4215
H 6.3465 -3.0470 0.5791
H 6.4373 -1.7360 -0.5935
H 7.1915 -3.3247 -0.9881
H 7.2280 -0.5396 1.7402
H 7.1428 -2.1305 2.4914
H 8.6351 -1.4336 2.5036
H 9.6904 -3.2539 1.7408
H 8.4603 -4.2931 1.0921
H 10.4221 -4.8789 -0.0514
H 9.1305 -4.5214 -1.0310
H 11.2416 -3.5058 -1.8411
H 11.4667 -2.6054 -0.4938
H 10.1321 0.2674 -2.4326
H 11.1988 -1.0216 -2.9768
H 11.4249 -0.3006 -1.4326
H 9.5793 -2.4884 -3.6484
H 8.2986 -1.4341 -3.0476
H 8.3883 -3.1447 -2.5308
H 7.7531 0.0675 -0.9599
C -10.9479 0.0028 -2.4325
C -10.8121 0.7188 -1.0943
C -10.1025 -0.3008 -0.1918
C -9.9362 1.9680 -1.3405
C -10.7737 3.1301 -1.9165
C -11.9848 3.4704 -0.9907
C -12.9104 2.2953 -0.7326
C -13.8452 2.6726 0.5137
C -13.7578 2.0659 -1.9347
N -12.1321 1.0672 -0.4244
O -12.8845 0.0380 -0.0302
H -11.4357 -0.9650 -2.3160
H -11.4904 0.6074 -3.1593
H -9.9998 -0.2077 -2.9274
H -9.8739 0.0878 0.8007
H -10.6326 -1.2298 0.0183
H -9.1773 -0.5444 -0.7142
H -9.4673 2.2892 -0.4103
H -9.1544 1.7466 -2.0670
H -10.0761 3.9656 -1.9757
H -11.1621 2.7733 -2.8704
H -12.5394 4.2198 -1.5555
H -11.6551 3.9664 -0.0779
H -14.7770 2.1089 0.5590
H -14.0659 3.7372 0.5919
H -13.2958 2.3104 1.3826
H -14.6737 1.5243 -1.6982
H -13.3523 1.4532 -2.7399
H -14.0275 3.0026 -2.4225
H -13.0227 0.2806 0.8883
C 1.7255 -8.2673 6.9237
C 0.2887 -8.0814 7.2371
C 0.0006 -8.4553 8.6583
C -0.0631 -6.5322 7.0766
C -0.3457 -6.0898 5.7174
C -1.3070 -7.0492 4.9924
C -1.1061 -8.5817 5.0864
C -2.3781 -9.3185 4.7266
C -0.0353 -8.8500 4.0378
N -0.6163 -8.9762 6.4253
O -0.4209 -10.3528 6.6379
H 2.0385 -9.3028 7.0573
H 2.0254 -7.8725 5.9530
H 2.3529 -7.8036 7.6849
H 0.6165 -7.9179 9.3794
H -1.0264 -8.3449 9.0063
H 0.3840 -9.4541 8.8669
H -0.8929 -6.2842 7.7383
H 0.8258 -5.9679 7.3586
H -0.8350 -5.1159 5.7052
H 0.5685 -6.0066 5.1297
H -1.4891 -6.6191 4.0075
H -2.2804 -6.7196 5.3556
H -2.7507 -8.9347 3.7769
H -3.2433 -9.1822 5.3754
H -2.1870 -10.3839 4.5978
H -0.4850 -8.6738 3.0607
H 0.4934 -9.7891 4.2008
H 0.8173 -8.1725 4.0856
H -1.1336 -10.5945 7.2339
C -1.5882 2.0046 9.7843
C -2.5563 0.9411 10.2512
C -3.9081 1.5861 10.3803
C -2.5361 0.0133 9.0155
C -3.2120 -1.3205 9.1574
C -2.6849 -2.0528 10.3799
C -2.7200 -1.1984 11.6856
C -4.1200 -1.1799 12.3101
C -1.7098 -1.8898 12.6491
N -2.1189 0.1304 11.4615
O -1.9153 0.8788 12.6275
H -1.9350 2.3874 8.8245
H -1.6819 2.8041 10.5192
H -0.5708 1.6137 9.7710
H -3.9718 2.5217 9.8245
H -4.6924 0.8908 10.0809
H -4.0485 1.8658 11.4244
H -2.9635 0.4991 8.1383
H -1.4998 -0.2619 8.8194
H -4.2650 -1.1645 9.3920
H -3.1437 -1.8999 8.2367
H -1.7129 -2.4978 10.1671
H -3.3219 -2.9193 10.5573
H -4.7952 -0.5959 11.6847
H -4.1187 -0.6437 13.2591
H -4.4588 -2.1912 12.5351
H -0.6949 -1.6843 12.3086
H -1.8108 -2.9659 12.7900
H -1.6972 -1.4371 13.6406
H -0.9992 0.6356 12.7798
C -3.0788 -2.3117 2.2160
C -2.6648 -1.0129 1.4573
C -3.8861 -0.5199 0.7114
C -2.2603 0.0321 2.5338
C -0.9666 -0.1623 3.3602
C 0.1737 -0.2193 2.2806
C -0.0974 -1.1443 1.0009
C 0.8088 -0.6231 -0.1258
C 0.4162 -2.5305 1.4210
N -1.5324 -1.1720 0.4840
O -1.7158 -1.9755 -0.5973
H -3.9797 -2.0746 2.7819
H -3.2907 -3.1149 1.5103
H -2.2917 -2.5974 2.9139
H -4.4387 -1.2956 0.1811
H -4.5796 -0.0940 1.4365
H -3.4840 0.1625 -0.0374
H -2.0557 1.0253 2.1342
H -3.1400 0.3474 3.0948
H -0.9324 0.6439 4.0930
H -1.0372 -1.1288 3.8592
H 1.0398 -0.4335 2.9067
H 0.1793 0.8124 1.9288
H 1.8030 -0.2699 0.1478
H 0.2175 0.0756 -0.7177
H 1.1281 -1.4940 -0.6981
H 1.4735 -2.4683 1.6786
H 0.2647 -3.3732 0.7464
H -0.1790 -2.9640 2.2246
H -1.4326 -1.4053 -1.3158
C -7.0663 -7.6705 -2.7020
C -7.4743 -6.2717 -2.3289
C -6.9017 -5.3154 -3.3935
C -9.0151 -6.1540 -2.5349
C -9.7937 -6.9008 -1.4354
C -9.3015 -6.3904 0.0051
C -7.7779 -6.4389 0.3047
C -7.5445 -5.4841 1.4717
C -7.4671 -7.9493 0.7485
N -7.0981 -5.8779 -0.9296
O -5.6841 -6.0386 -0.7649
H -7.3285 -7.9844 -3.7124
H -7.4478 -8.4946 -2.0992
H -5.9887 -7.7939 -2.5935
H -5.8169 -5.3032 -3.4991
H -7.3024 -4.3074 -3.2870
H -7.2554 -5.6704 -4.3615
H -9.3424 -5.1272 -2.6978
H -9.2804 -6.5912 -3.4974
H -9.5198 -7.9559 -1.4403
H -10.8303 -6.6195 -1.6206
H -9.7345 -7.1626 0.6410
H -9.7877 -5.4314 0.1841
H -7.8987 -4.4617 1.3392
H -8.0344 -5.8814 2.3606
H -6.5336 -5.5820 1.8675
H -7.8045 -8.0742 1.7774
H -7.8337 -8.7144 0.0642
H -6.4141 -8.2242 0.8094
H -5.4246 -5.1273 -0.9193
C -8.2388 2.4294 7.1488
C -9.1165 1.3534 6.4219
C -8.2541 0.7139 5.3309
C -9.3967 0.2093 7.4818
C -10.4423 0.5998 8.5240
C -11.7069 1.1707 7.8836
C -11.4901 2.3328 6.9003
C -12.8644 2.4620 6.1782
C -11.2239 3.6724 7.6798
N -10.4420 1.9209 5.9296
O -10.3694 2.9074 4.9095
H -7.1919 2.3149 6.8675
H -8.3801 3.4459 6.7817
H -8.2281 2.4020 8.2385
H -8.0513 1.4652 4.5676
H -7.3540 0.2689 5.7551
H -8.7688 -0.0833 4.7946
H -9.7450 -0.7195 7.0299
H -8.4710 -0.0732 7.9833
H -10.8097 -0.2165 9.1460
H -10.0488 1.3393 9.2213
H -12.3771 1.4216 8.7057
H -12.1898 0.3143 7.4128
H -13.1409 1.6178 5.5465
H -12.8040 3.2765 5.4564
H -13.7544 2.7487 6.7385
H -10.8902 4.3954 6.9355
H -10.4866 3.4741 8.4577
H -12.0859 4.0703 8.2152
H -10.8540 2.4609 4.2114
C 3.3017 5.7688 -5.0931
O 4.1520 4.6247 -5.0519
C 4.2002 3.9975 -3.7451
C 5.1992 2.7525 -3.7803
C 4.8461 1.7250 -4.9181
N 5.0163 2.0923 -2.5084
H 3.6414 6.5446 -4.4069
H 2.2656 5.6419 -4.7793
H 3.2769 6.1305 -6.1210
H 4.7203 4.7356 -3.1345
H 3.2790 3.6413 -3.2839
H 6.2214 3.0543 -4.0088
H 3.8581 2.0327 -5.2604
H 4.8578 0.6894 -4.5780
H 5.5074 1.8400 -5.7769
H 4.1047 1.6598 -2.4642
H 5.0926 2.7561 -1.7510
C -2.1678 -10.6415 -1.5896
O -0.7655 -10.1599 -1.5963
C -0.3866 -9.4709 -2.7741
C -1.1622 -8.1782 -3.1431
C -0.7485 -7.3978 -4.4131
N -1.1356 -7.2415 -2.0548
H -2.8344 -9.7861 -1.4799
H -2.2659 -11.2750 -0.7079
H -2.4210 -11.2585 -2.4517
H 0.6194 -9.1798 -2.4720
H -0.3139 -10.1232 -3.6444
H -2.1825 -8.5255 -3.3059
H -0.6749 -7.9509 -5.3494
H 0.2800 -7.0626 -4.2795
H -1.3779 -6.5236 -4.5795
H -1.6185 -7.7275 -1.3127
H -1.5746 -6.3643 -2.2951
C -1.7761 5.6149 5.0317
O -0.7876 5.8200 5.9358
C -0.3867 7.1956 6.1424
C 0.7039 7.2576 7.2435
C 2.0148 6.4573 6.8447
N 0.0400 6.8051 8.4461
H -1.3145 5.4514 4.0580
H -2.3282 6.5513 4.9518
H -2.4476 4.7694 5.1814
H 0.1038 7.5863 5.2508
H -1.2861 7.7748 6.3515
H 0.9228 8.3197 7.3532
H 2.7910 6.5702 7.6016
H 2.3787 6.7705 5.8661
H 1.8145 5.3872 6.7907
H -0.3171 5.8693 8.3165
H -0.7313 7.4360 8.6111
C -4.1590 5.6136 -3.0787
O -3.1283 4.7651 -3.7362
C -3.3041 3.3510 -3.5552
C -2.0701 2.6301 -4.1522
C -1.7641 3.1069 -5.5379
N -2.2046 1.1671 -4.1092
H -5.1576 5.5020 -3.5010
H -3.9575 6.6781 -3.1986
H -4.1502 5.3776 -2.0147
H -3.4033 3.1521 -2.4881
H -4.2031 3.0355 -4.0846
H -1.1966 2.8212 -3.5289
H -2.5959 2.8291 -6.1852
H -0.8793 2.5393 -5.8264
H -1.6112 4.1861 -5.5409
H -3.1734 1.0295 -4.3595
H -1.6284 0.7653 -4.8349
C 4.0894 -1.3943 6.8236
O 3.9521 -0.2147 7.6324
C 4.2805 1.0439 6.9317
C 5.7333 1.3739 6.7246
C 6.3341 1.2796 8.1322
N 6.0488 2.7093 6.1561
H 3.3610 -1.3562 6.0136
H 3.7766 -2.1575 7.5361
H 5.1556 -1.4803 6.6141
H 3.7406 1.0260 5.9850
H 3.7958 1.8781 7.4390
H 6.2183 0.5649 6.1784
H 5.7659 1.7424 8.9391
H 7.3506 1.6542 8.2524
H 6.3913 0.2629 8.5209
H 5.8538 2.7394 5.1656
H 7.0358 2.9165 6.2105
```

As for the SMILES: CC1(C)CCCC(C)(C)N1O.CC1(C)CCCC(C)(C)N1O.CC1(C)CCCC(C)(C)N1O.CC1(C)CCCC(C)(C)N1O.CC1(C)CCCC(C)(C)N1O.CC1(C)CCCC(C)(C)N1O.CC1(C)CCCC(C)(C)N1O.COC[C@H](C)N.COC[C@H](C)N.COC[C@H](C)N.COC[C@H](C)N.COC[C@H](C)N. The calculation puts the HOMO-LUMO gap at 0.2911 hartree.